Entry 1:
Here is a 15-piece molecular cluster, C38H55Cl45N2O4P3Si overall at a distorted geometry from OMol25. Energies are from ωB97M-V with the def2-TZVPD basis set.

Energy relative to the best compared isomer or geometry (same formula, charge and spin) ... 2159.53 kJ/mol
HOMO ... -0.348 hartree
Gap between HOMO and LUMO ... 4.61 eV
Total energy ... -23912.58614 hartree
Total charge ... +1
Spin multiplicity ... 1

Last column: Löwdin charge in e.
Atoms and positions in Å:
C 2.065 3.181 3.250  -0.284
P 1.080 2.713 1.685  0.891
C -0.106 4.091 1.104  -0.295
N 2.105 2.072 0.376  -0.267
C 2.946 3.015 -0.508  -0.150
P 2.998 4.921 -0.325  0.690
N 3.139 5.456 1.195  -0.182
O 1.615 5.547 -1.195  -0.258
O 4.460 5.479 -1.167  -0.250
C 3.898 2.384 -1.730  0.030
C 3.884 0.767 -2.002  0.069
C 2.914 -0.195 -1.038  -0.041
C 2.914 -1.793 -1.398  -0.165
C 3.167 -2.798 -0.129  -0.215
C 2.118 -4.073 -0.046  -0.203
C 0.534 -3.654 -0.090  -0.248
C -0.407 -4.963 -0.533  -0.211
C -1.940 -4.708 -0.002  -0.216
C -2.647 -3.352 -0.678  -0.253
C -4.285 -3.534 -0.815  -0.279
Si -5.227 -1.852 -1.098  0.532
C -6.938 -2.049 -1.963  -0.264
C -5.566 -1.060 0.662  -0.226
C -4.156 -0.661 -2.213  -0.180
C -2.908 0.114 -1.485  -0.074
C -1.836 1.131 -2.226  -0.066
C -2.070 1.378 -3.849  -0.063
C -3.349 0.633 -4.570  -0.272
C -4.411 -0.381 -3.809  -0.190
C 2.066 0.545 0.156  -0.192
P 0.980 -0.490 1.337  0.919
O 1.669 -0.327 2.928  -0.435
O -0.703 -0.056 1.275  -0.368
H 1.939 2.350 4.094  0.062
H 3.190 3.440 3.027  0.053
H 1.584 4.183 3.677  0.045
H 0.351 5.167 1.068  0.031
H -0.458 3.819 -0.001  0.058
H -1.096 4.027 1.762  0.015
H 2.313 6.072 1.368  -0.045
H 1.001 4.788 -1.448  0.076
H 4.216 5.587 -2.131  -0.026
H 4.558 3.127 -2.375  0.087
H 4.562 0.335 -2.872  0.118
H 3.805 -1.993 -2.166  0.119
H 1.928 -2.005 -2.009  0.130
H 3.244 -2.234 0.921  0.033
H 4.245 -3.289 -0.276  0.081
H 2.305 -4.564 1.026  0.048
H 2.334 -4.924 -0.824  0.122
H 0.262 -2.809 -0.856  0.090
H 0.110 -3.281 0.962  0.062
H -0.437 -5.002 -1.722  0.122
H 0.105 -5.925 -0.106  0.109
H -2.617 -5.618 -0.303  0.110
H -1.881 -4.583 1.170  0.113
H -2.432 -2.420 0.027  0.093
H -2.177 -3.134 -1.750  0.121
H -4.569 -4.219 -1.723  0.090
H -4.655 -3.968 0.228  0.098
H -7.426 -0.987 -2.092  0.014
H -6.738 -2.523 -3.023  0.007
H -7.649 -2.714 -1.304  -0.020
H -4.543 -0.792 1.208  0.034
H -6.131 -1.819 1.373  0.048
H -6.186 -0.045 0.559  0.058
H -2.754 -0.064 -0.339  0.047
H -0.943 1.617 -1.608  0.057
H -1.312 2.078 -4.409  0.076
H -3.509 0.857 -5.717  0.065
H -5.327 -0.899 -4.362  0.014
H 1.276 -0.977 3.583  0.015
H -0.881 0.376 2.184  0.070
C 3.550 9.576 0.758  -1.513
Cl 3.144 10.100 2.402  0.524
Cl 5.174 8.871 0.713  0.523
Cl 2.351 8.415 0.162  0.549
H 3.536 10.452 0.104  0.021
C -2.205 5.990 4.048  -1.511
Cl -3.034 6.576 2.596  0.562
Cl -2.248 4.220 4.117  0.516
Cl -0.532 6.573 4.087  0.512
H -2.727 6.381 4.925  -0.010
C -6.556 5.836 3.375  -1.556
Cl -6.288 6.166 5.095  0.511
Cl -6.755 4.097 3.099  0.513
Cl -7.969 6.726 2.783  0.528
H -5.678 6.174 2.819  -0.050
C 3.246 -3.480 3.792  -1.429
Cl 3.985 -1.968 3.240  0.565
Cl 1.507 -3.483 3.453  0.594
Cl 4.032 -4.872 3.027  0.538
H 3.387 -3.557 4.874  0.031
C -10.374 -4.525 -0.790  -1.532
Cl -9.965 -6.177 -1.283  0.499
Cl -9.210 -3.927 0.405  0.535
Cl -10.429 -3.451 -2.198  0.528
H -11.365 -4.539 -0.329  -0.083
C 8.029 -1.054 3.049  -1.534
Cl 8.296 -0.724 4.770  0.529
Cl 7.829 -2.793 2.774  0.489
Cl 6.615 -0.164 2.457  0.489
H 8.907 -0.716 2.493  -0.010
C 7.302 -4.018 -0.972  -1.539
Cl 6.047 -4.666 -2.042  0.534
Cl 8.842 -4.853 -1.245  0.532
Cl 7.489 -2.273 -1.217  0.483
H 6.996 -4.190 0.063  -0.001
C 7.880 2.972 -2.920  -1.538
Cl 7.050 3.558 -4.372  0.521
Cl 7.836 1.202 -2.851  0.511
Cl 9.552 3.556 -2.881  0.548
H 7.357 3.364 -2.043  0.013
C -0.766 5.307 8.263  -1.515
Cl -2.440 5.699 7.831  0.532
Cl 0.119 4.715 6.847  0.487
Cl 0.045 6.722 8.956  0.534
H -0.781 4.515 9.016  0.022
C -2.866 -1.761 -7.406  -1.455
Cl -3.272 -1.237 -5.763  0.697
Cl -1.241 -2.466 -7.451  0.516
Cl -4.065 -2.922 -8.002  0.514
H -2.880 -0.885 -8.060  0.026
C 11.922 -2.205 2.047  -1.510
Cl 10.628 -2.491 0.870  0.497
Cl 12.556 -0.558 1.885  0.529
Cl 11.336 -2.487 3.696  0.528
H 12.733 -2.908 1.845  0.023
C 5.906 7.131 -4.969  -1.528
Cl 6.744 7.821 -3.569  0.536
Cl 4.442 6.274 -4.459  0.538
Cl 5.508 8.399 -6.142  0.547
H 6.575 6.414 -5.452  -0.001
C 3.395 -8.745 3.393  -1.533
Cl 4.358 -8.422 4.845  0.517
Cl 2.006 -7.649 3.312  0.492
Cl 4.394 -8.593 1.937  0.511
H 3.022 -9.771 3.449  0.020
C -13.698 -6.389 1.119  -1.503
Cl -14.953 -7.036 0.050  0.532
Cl -12.158 -7.223 0.847  0.522
Cl -13.511 -4.644 0.874  0.558
H -14.004 -6.561 2.154  0.021
C -8.346 -1.643 -5.602  -1.492
Cl -7.013 -2.798 -5.773  0.534
Cl -7.911 -0.354 -4.467  0.578
Cl -8.785 -0.963 -7.178  0.536
H -9.213 -2.175 -5.203  0.014

Entry 2:
Here is C38H55GaIN4O4SSbSeSi3 as an isolated structure at a distorted geometry from OMol25. Energies are from ωB97M-V with the def2-TZVPD basis set.

HOMO ... -0.275 hartree
Gap between HOMO and LUMO ... 7.53 eV
Total energy ... -8131.99117 hartree
Spin multiplicity ... 1

Last column: Löwdin charge in e.
Atoms and positions in Å:
Ga -0.957 0.236 -0.113  0.243
C 2.315 -6.126 -4.627  -0.047
C 1.777 -5.288 -3.508  -0.266
C 2.073 -3.931 -3.434  -0.026
C 1.495 -3.144 -2.458  -0.070
C 0.616 -3.700 -1.550  -0.256
C 0.333 -5.051 -1.584  -0.036
C 0.918 -5.841 -2.559  -0.028
S -0.205 -2.571 -0.430  0.565
O -1.387 -3.220 0.071  -0.286
O 0.772 -2.201 0.585  -0.530
N -0.467 -1.275 -1.310  -0.241
C -1.488 -1.435 -2.306  -0.158
C -2.117 -0.067 -2.633  -0.631
O -2.696 0.114 -3.687  0.062
O -1.960 0.834 -1.731  -0.089
H 3.142 -5.639 -5.139  0.076
H 1.521 -6.291 -5.355  0.088
H 2.651 -7.095 -4.266  0.080
H 2.739 -3.490 -4.161  0.105
H 1.687 -2.084 -2.389  0.084
H -0.358 -5.446 -0.853  0.116
H 0.689 -6.897 -2.603  0.116
H -2.298 -2.083 -1.944  0.130
H -1.085 -1.886 -3.223  0.130
I 1.347 -0.460 -5.978  0.878
C 1.757 0.116 -3.994  -0.685
C 3.025 -0.037 -3.458  -0.134
C 3.239 0.391 -2.159  -0.049
C 2.168 0.916 -1.451  -0.146
N 0.957 1.050 -1.972  0.038
C 0.752 0.675 -3.224  -0.219
H 3.824 -0.470 -4.037  0.103
H 4.220 0.306 -1.721  0.104
H 2.268 1.274 -0.431  0.064
H -0.238 0.820 -3.637  0.090
C -3.812 3.539 -1.160  -0.018
N -2.643 3.570 -1.984  -0.060
C -1.385 3.387 -1.564  -0.716
Se -0.813 3.143 0.138  0.798
N -0.560 3.423 -2.629  0.133
C -1.309 3.483 -3.781  -0.175
C -0.980 3.413 -5.124  -0.011
C -2.025 3.456 -6.031  -0.079
C -3.345 3.597 -5.615  -0.077
C -3.682 3.674 -4.277  0.008
C -2.646 3.593 -3.362  -0.151
H -3.504 3.506 -0.115  0.052
H -4.396 2.645 -1.379  0.101
H -4.413 4.431 -1.335  0.105
H 0.430 3.256 -2.539  0.140
H 0.041 3.305 -5.453  0.109
H -1.810 3.363 -7.083  0.103
H -4.126 3.624 -6.360  0.104
H -4.709 3.770 -3.960  0.114
C -2.630 -0.356 1.034  -0.163
C -3.513 0.698 1.577  -0.305
C -4.690 1.072 0.929  -0.068
C -5.486 2.088 1.422  -0.109
C -5.116 2.771 2.569  -0.103
C -3.961 2.400 3.237  -0.086
C -3.176 1.370 2.754  -0.073
H -3.194 -1.036 0.385  0.071
H -2.195 -0.955 1.837  0.022
H -4.980 0.552 0.025  0.116
H -6.408 2.349 0.919  0.103
H -5.716 3.586 2.938  0.095
H -3.682 2.910 4.148  0.101
H -2.278 1.070 3.281  0.077
C -1.614 -1.291 4.654  -0.213
Si 0.093 -1.758 3.875  0.490
C 0.021 -3.533 3.172  -0.207
C 1.254 -1.806 5.424  -0.212
Sb 0.912 0.000 1.988  0.981
Si 1.292 2.204 3.395  0.367
C -0.332 3.126 3.770  -0.236
C 2.139 1.970 5.094  -0.224
C 2.383 3.403 2.386  -0.229
Si 3.409 -0.857 1.636  0.469
C 4.061 -1.574 3.301  -0.218
C 3.690 -2.203 0.298  -0.205
C 4.635 0.588 1.215  -0.222
H -1.825 -1.936 5.504  0.028
H -2.447 -1.397 3.966  0.014
H -1.618 -0.269 5.024  0.013
H -0.342 -4.248 3.905  0.033
H 1.002 -3.858 2.843  0.022
H -0.631 -3.570 2.305  -0.004
H 0.708 -2.221 6.267  0.026
H 1.590 -0.816 5.714  -0.004
H 2.129 -2.428 5.277  0.007
H -0.883 2.668 4.586  0.021
H -0.971 3.140 2.891  -0.050
H -0.140 4.159 4.041  0.035
H 1.431 1.611 5.834  0.015
H 2.522 2.920 5.450  0.027
H 2.970 1.276 5.058  0.004
H 2.014 3.475 1.367  -0.019
H 3.424 3.097 2.360  0.006
H 2.345 4.402 2.809  0.029
H 3.738 -2.601 3.444  0.020
H 3.700 -0.993 4.143  -0.004
H 5.146 -1.566 3.337  0.028
H 3.139 -3.096 0.569  0.019
H 4.734 -2.478 0.168  0.037
H 3.304 -1.884 -0.663  -0.011
H 4.987 1.056 2.129  0.018
H 4.201 1.376 0.605  -0.005
H 5.509 0.209 0.690  0.025